Here is a molecular structure, C17H36CrO17 at a distorted geometry from OMol25. Energies are from ωB97M-V/def2-TZVPD.

Values from the calculation:
- orbital gap (spin up / spin down) (eV) = 7.448 / 9.022
- HOMO level (spin up / spin down) (eV) = -10.44 / -10.56
- expectation value of S² = 3.77
- spin multiplicity = 4
- F_max (eV/Å) = 2.17
- net charge = +1

Atoms and positions in Å:
Cr: 13.353 25.335 10.965
C: 15.547 22.955 11.531
O: 14.619 23.796 10.933
H: 16.543 23.135 11.106
H: 15.670 23.103 12.610
H: 15.333 21.902 11.336
C: 11.676 28.174 10.783
O: 11.998 26.822 10.904
H: 11.388 28.393 9.749
H: 10.965 28.494 11.546
H: 12.606 28.758 10.904
C: 17.054 28.209 7.922
O: 15.940 27.783 8.681
C: 15.970 27.068 9.767
O: 14.992 26.635 10.311
O: 17.209 26.849 10.191
C: 17.443 26.234 11.429
H: 17.581 27.360 7.483
H: 17.803 28.678 8.566
H: 16.766 28.904 7.142
H: 18.371 25.669 11.448
H: 16.634 25.541 11.685
H: 17.470 26.940 12.266
C: 9.626 24.910 13.048
O: 10.355 23.816 13.590
C: 11.631 23.684 13.256
O: 12.221 24.482 12.588
O: 12.169 22.546 13.628
C: 11.388 21.645 14.416
H: 8.991 25.364 13.803
H: 8.963 24.475 12.292
H: 10.276 25.638 12.558
H: 12.003 20.852 14.830
H: 10.681 21.092 13.788
H: 10.799 22.164 15.166
C: 13.030 23.830 5.608
O: 13.407 23.957 7.002
C: 13.276 25.147 7.542
O: 13.439 25.383 8.709
O: 12.880 26.091 6.695
C: 12.716 27.445 7.120
H: 13.926 24.015 5.026
H: 12.121 24.374 5.380
H: 12.779 22.779 5.464
H: 11.658 27.685 7.153
H: 13.324 28.021 6.425
H: 13.168 27.575 8.105
C: 10.375 21.699 10.703
O: 10.169 22.517 9.534
C: 10.888 23.591 9.353
O: 11.739 23.996 10.093
O: 10.524 24.292 8.289
C: 9.223 24.123 7.688
H: 9.854 22.231 11.505
H: 11.382 21.484 11.047
H: 9.761 20.835 10.465
H: 9.259 24.796 6.837
H: 8.404 24.463 8.324
H: 9.132 23.058 7.484
C: 15.799 25.714 15.709
O: 15.143 25.424 14.467
C: 14.710 26.404 13.686
O: 14.147 26.229 12.648
O: 14.976 27.586 14.219
C: 14.707 28.710 13.390
H: 15.113 26.073 16.471
H: 16.678 26.325 15.527
H: 16.169 24.752 16.060
H: 14.881 29.676 13.861
H: 13.725 28.725 12.922
H: 15.453 28.743 12.587

Electronic structure analysis, Löwdin charges in units of e:
1 Cr 1.10
2 C -0.23
3 O -0.37
4 H 0.07
5 H 0.07
6 H 0.07
7 C -0.22
8 O -0.39
9 H 0.06
10 H 0.07
11 H 0.06
12 C -0.01
13 O 0.04
14 C -0.56
15 O 0.07
16 O 0.03
17 C -0.02
18 H 0.11
19 H 0.10
20 H 0.10
21 H 0.11
22 H 0.08
23 H 0.10
24 C 0.01
25 O 0.00
26 C -0.58
27 O 0.06
28 O 0.05
29 C -0.02
30 H 0.10
31 H 0.10
32 H 0.09
33 H 0.10
34 H 0.10
35 H 0.10
36 C 0.00
37 O 0.05
38 C -0.58
39 O 0.06
40 O -0.01
41 C 0.01
42 H 0.10
43 H 0.10
44 H 0.10
45 H 0.10
46 H 0.10
47 H 0.08
48 C 0.02
49 O 0.02
50 C -0.58
51 O 0.09
52 O 0.01
53 C 0.01
54 H 0.09
55 H 0.11
56 H 0.11
57 H 0.10
58 H 0.10
59 H 0.10
60 C -0.01
61 O 0.03
62 C -0.56
63 O 0.05
64 O 0.03
65 C 0.00
66 H 0.11
67 H 0.10
68 H 0.10
69 H 0.11
70 H 0.09
71 H 0.10

Here is a molecular structure, C4H13NO2S at a distorted geometry from OMol25. Energies are from ωB97M-V/def2-TZVPD.

Values from the calculation:
- orbital gap (eV) = 4.239
- HOMO level (eV) = -8.74
- ΔE to the lowest compared entry with this formula, charge and spin (kJ/mol) = 724.0
- F_max (eV/Å) = 3.02

Atoms and positions in Å:
C: 0.186 1.307 1.515
N: -0.474 1.321 0.297
C: -1.835 0.663 0.045
O: -2.130 -0.647 0.025
C: 0.774 -0.044 1.854
C: 1.232 -0.749 0.570
S: 2.195 0.207 -0.530
H: -0.597 1.624 2.247
H: 1.015 2.082 1.473
H: 3.998 -1.476 -2.284
H: -2.256 1.209 0.994
H: -2.235 1.292 -0.734
H: -2.307 -1.312 -1.309
H: 1.664 0.212 2.450
H: 0.017 -0.674 2.449
H: 1.930 -1.588 0.856
H: 0.342 -1.085 0.027
H: 4.761 -1.300 -2.142
H: 0.191 1.370 -0.552
H: -2.402 -2.426 -2.564
O: -2.628 -1.548 -2.327

Electronic structure analysis, Löwdin charges in units of e:
1 C -0.30
2 N -0.02
3 C -0.33
4 O -0.16
5 C -0.24
6 C -0.65
7 S 0.76
8 H 0.14
9 H 0.14
10 H 0.00
11 H 0.17
12 H 0.12
13 H 0.03
14 H 0.11
15 H 0.15
16 H 0.11
17 H 0.06
18 H 0.03
19 H 0.09
20 H -0.03
21 O -0.15

Here is a molecular structure, C18H24F3FeN10O3Te4 at a distorted geometry from OMol25. Energies are from ωB97M-V/def2-TZVPD.

Values from the calculation:
- orbital gap (spin up / spin down) (eV) = 5.739 / 5.851
- HOMO level (spin up / spin down) (eV) = -3.43 / -3.55
- expectation value of S² = 6.02
- ΔE to the lowest compared entry with this formula, charge and spin (kJ/mol) = 108.2
- spin multiplicity = 5
- F_max (eV/Å) = 2.42
- net charge = -1

Atoms and positions in Å:
Fe: -0.661 -1.440 0.159
Te: -2.958 -0.662 -0.033
Te: -4.348 -2.988 -0.002
Te: -2.529 -4.615 -1.222
Te: -0.212 -3.888 -0.005
N: -2.109 -2.915 2.817
C: -1.176 -2.142 3.431
N: -1.211 -2.104 4.763
C: -0.340 -1.250 5.311
N: -0.335 -1.204 6.682
N: 0.523 -0.499 4.667
C: 0.541 -0.640 3.314
N: -0.362 -1.436 2.647
C: 1.461 0.095 2.580
C: 2.305 1.067 3.141
C: 2.942 1.992 2.371
C: 2.711 1.955 0.961
C: 2.007 0.973 0.383
N: 1.511 -0.160 1.132
H: -2.589 -3.555 3.430
H: -1.780 -3.303 1.923
H: -1.170 -1.549 7.124
H: 0.103 -0.395 7.090
H: 2.340 1.087 4.221
H: 3.555 2.771 2.801
H: 3.063 2.771 0.347
H: 1.803 0.912 -0.675
O: -0.812 -2.733 -3.312
C: -0.520 -1.450 -3.028
O: -0.141 -1.115 -1.918
C: -0.695 -0.483 -4.187
N: -1.264 -1.193 -5.344
C: -0.203 -1.289 -6.343
C: 0.677 -0.052 -6.140
C: 0.684 0.080 -4.618
H: -1.333 0.337 -3.848
H: -2.047 -0.668 -5.717
H: -1.149 -2.754 -4.230
H: -0.614 -1.371 -7.350
H: 0.386 -2.189 -6.133
H: 0.217 0.826 -6.598
H: 1.670 -0.178 -6.565
H: 0.803 1.101 -4.269
H: 1.483 -0.521 -4.183
F: 2.062 -1.681 -0.461
C: 2.258 -1.294 0.817
F: 1.988 -2.361 1.577
F: 3.621 -1.157 0.911
C: -0.591 4.008 1.976
N: -0.574 3.084 0.884
C: -0.345 3.464 -0.478
C: -0.543 2.112 -1.205
O: -0.472 1.970 -2.407
N: -0.851 1.187 -0.269
C: -0.901 1.775 0.910
N: -1.361 1.173 2.012
H: 0.114 4.810 1.762
H: -0.281 3.515 2.897
H: -1.590 4.435 2.124
H: 0.667 3.847 -0.632
H: -1.072 4.210 -0.820
H: -1.320 0.144 1.934
H: -1.037 1.534 2.897

Electronic structure analysis, Löwdin charges in units of e:
1 Fe -0.01
2 Te 0.35
3 Te -0.09
4 Te -0.02
5 Te 0.34
6 N 0.11
7 C -0.48
8 N 0.14
9 C -0.50
10 N 0.12
11 N 0.15
12 C -0.32
13 N 0.07
14 C -0.20
15 C -0.06
16 C -0.13
17 C -0.10
18 C -0.09
19 N 0.03
20 H 0.10
21 H -0.09
22 H 0.08
23 H 0.08
24 H 0.10
25 H 0.08
26 H 0.10
27 H 0.11
28 O 0.01
29 C -0.45
30 O -0.08
31 C -0.22
32 N -0.03
33 C -0.21
34 C -0.17
35 C -0.12
36 H 0.15
37 H 0.12
38 H 0.10
39 H 0.11
40 H 0.12
41 H 0.11
42 H 0.10
43 H 0.10
44 H 0.12
45 F 0.07
46 C -0.68
47 F 0.09
48 F 0.12
49 C -0.03
50 N -0.10
51 C -0.04
52 C -0.47
53 O 0.05
54 N 0.02
55 C -0.47
56 N 0.17
57 H 0.09
58 H 0.09
59 H 0.09
60 H 0.13
61 H 0.13
62 H -0.01
63 H 0.11

Here is a molecular structure, C24H20F3FeNO9S from OMol25. Energies are from ωB97M-V/def2-TZVPD.

Values from the calculation:
- orbital gap (spin up / spin down) (eV) = 6.593 / 6.517
- HOMO level (spin up / spin down) (eV) = -2.46 / -2.38
- expectation value of S² = 6.01
- ΔE to the lowest compared entry with this formula, charge and spin (kJ/mol) = 16.8
- spin multiplicity = 5
- F_max (eV/Å) = 0.21
- net charge = -2

Atoms and positions in Å:
Fe: 0.915 -0.425 -2.294
O: 0.312 -6.747 0.668
C: 0.360 -5.408 0.365
C: -0.137 -4.912 -0.826
C: -0.044 -3.549 -1.065
N: 0.527 -2.697 -0.212
C: 0.967 -3.186 0.952
C: 0.898 -4.532 1.288
C: 1.536 -2.222 2.004
O: 1.364 -2.555 3.190
O: 2.108 -1.183 1.587
C: -0.661 -3.017 -2.367
O: -1.365 -3.802 -3.005
O: -0.433 -1.806 -2.653
H: -0.093 -7.195 -0.081
H: -0.613 -5.536 -1.572
H: 1.242 -4.855 2.259
C: 4.140 1.399 -1.401
C: 2.838 1.210 -0.629
C: 3.038 1.560 0.838
O: 2.426 -0.153 -0.782
C: 1.764 2.143 -1.249
O: 1.846 3.354 -1.042
O: 0.861 1.574 -1.962
H: 4.921 0.790 -0.940
H: 4.433 2.450 -1.374
H: 4.016 1.085 -2.437
H: 3.811 0.922 1.272
H: 2.126 1.398 1.409
H: 3.326 2.608 0.911
H: 2.253 -0.602 0.106
O: -1.630 0.383 -1.246
S: -1.633 1.797 -0.791
C: -0.849 1.832 0.826
C: -0.617 0.637 1.486
C: -0.056 0.667 2.756
C: 0.264 1.888 3.336
C: 0.064 3.076 2.643
C: -0.482 3.054 1.369
C: -3.315 2.035 -0.145
C: -4.155 0.937 -0.103
C: -5.460 1.094 0.352
C: -5.917 2.342 0.750
C: -5.068 3.442 0.691
C: -3.767 3.292 0.238
H: -0.844 -0.297 0.981
H: 0.178 -0.258 3.267
H: 0.720 1.910 4.319
H: 0.368 4.020 3.080
H: -0.580 3.962 0.786
H: -3.766 -0.020 -0.430
H: -6.120 0.237 0.393
H: -6.934 2.461 1.103
H: -5.423 4.420 0.996
H: -3.102 4.146 0.186
F: 2.858 -1.900 -4.111
C: 2.108 -0.727 -4.072
F: 3.073 0.245 -4.349
F: 1.405 -0.782 -5.267

Electronic structure analysis, Löwdin charges in units of e:
1 Fe 0.88
2 O 0.04
3 C -0.30
4 C 0.04
5 C -0.17
6 N 0.19
7 C -0.16
8 C 0.04
9 C -0.63
10 O -0.03
11 O -0.04
12 C -0.59
13 O 0.00
14 O -0.11
15 H 0.09
16 H 0.11
17 H 0.12
18 C -0.01
19 C -0.50
20 C -0.01
21 O -0.10
22 C -0.60
23 O 0.01
24 O -0.15
25 H 0.08
26 H 0.08
27 H 0.07
28 H 0.09
29 H 0.06
30 H 0.09
31 H 0.05
32 O -0.50
33 S 1.03
34 C -0.36
35 C -0.05
36 C -0.07
37 C -0.09
38 C -0.09
39 C -0.10
40 C -0.34
41 C -0.06
42 C -0.09
43 C -0.11
44 C -0.10
45 C -0.09
46 H 0.11
47 H 0.10
48 H 0.10
49 H 0.10
50 H 0.11
51 H 0.11
52 H 0.10
53 H 0.09
54 H 0.09
55 H 0.10
56 F -0.04
57 C -0.49
58 F -0.05
59 F -0.04

Here is C3H6N2O in the gas phase at a distorted geometry from OMol25. Energies are from ωB97M-V/def2-TZVPD.

Values from the calculation:
- orbital gap (eV) = 10.201
- HOMO level (eV) = -9.31
- ΔE to the lowest compared entry with this formula, charge and spin (kJ/mol) = 372.7
- F_max (eV/Å) = 1.42

Atoms and positions in Å:
O: -1.430 -0.240 -2.380
N: -0.451 -0.140 -1.449
C: -0.738 -0.457 -0.261
C: 0.244 -0.361 0.827
C: 0.940 0.930 1.043
N: 1.687 -0.207 0.532
H: -2.239 -0.625 -1.944
H: -1.752 -0.852 0.028
H: -0.009 -0.939 1.703
H: 1.235 1.208 2.056
H: 0.725 1.757 0.326
H: 1.789 -0.074 -0.483

Electronic structure analysis, Löwdin charges in units of e:
1 O -0.05
2 N -0.03
3 C -0.14
4 C -0.31
5 C -0.16
6 N 0.03
7 H 0.10
8 H 0.14
9 H 0.12
10 H 0.10
11 H 0.12
12 H 0.09

Here is C3H6BNO2 in the gas phase at a distorted geometry from OMol25. Energies are from ωB97M-V/def2-TZVPD.

Values from the calculation:
- orbital gap (eV) = 10.376
- HOMO level (eV) = -9.91
- ΔE to the lowest compared entry with this formula, charge and spin (kJ/mol) = 199.2
- F_max (eV/Å) = 5.46

Atoms and positions in Å:
C: -2.573 0.075 -0.323
C: -1.465 0.038 0.474
C: -0.391 1.037 -0.026
O: -0.738 2.131 -0.380
N: 0.880 0.444 -0.017
B: 2.238 0.883 -0.129
O: 3.095 -0.067 0.375
H: -3.536 -0.471 -0.036
H: -2.721 0.817 -1.120
H: -1.424 -0.684 1.202
H: 0.997 -0.649 0.620
H: 2.507 1.755 -0.833
H: 3.957 0.213 0.492

Electronic structure analysis, Löwdin charges in units of e:
1 C 0.03
2 C -0.07
3 C -0.50
4 O 0.09
5 N 0.15
6 B -0.40
7 O 0.12
8 H 0.08
9 H 0.07
10 H 0.06
11 H 0.26
12 H 0.08
13 H 0.05